# 1
Computed, not measured: a structure of composition C26H49CeClP2, with ωB97M-V with the def2-TZVPD basis set.

Output
largest force on an atom = 5.222 eV/A
orbital gap = 6.23 eV

Atoms and positions in Å:
Ce 0.0837 -0.5970 -1.1561
Cl 0.0918 0.2237 -3.6361
P -0.5377 -3.2601 -1.1885
C 0.5843 -3.9565 -2.4642
C -0.1461 -3.8190 0.5021
C -2.2578 -3.3066 -1.7152
C 1.8913 -3.1561 -2.6742
H -0.0167 -3.8500 -3.3923
C 0.7991 -5.4372 -2.1556
H 1.3025 -5.5817 -1.1888
H 1.4410 -5.8466 -2.9455
H -0.1459 -5.9851 -2.1608
H 1.7228 -2.1281 -3.0420
H 2.4696 -3.6825 -3.4473
H 2.5202 -3.1043 -1.7707
H -2.2234 -2.8708 -2.7309
C -3.2263 -2.4278 -0.8868
C -2.6392 -4.7805 -1.8291
H -2.1221 -5.2512 -2.6723
H -3.7159 -4.8500 -2.0098
H -2.4115 -5.3408 -0.9116
H -2.7522 -1.6675 -0.2455
H -3.8674 -3.0550 -0.2583
H -3.8772 -1.8766 -1.5801
C 1.2577 -3.3966 0.9552
H -0.2225 -4.9091 0.3634
C -1.1692 -3.3180 1.5331
H 2.0607 -3.6837 0.2669
H 1.4452 -3.8870 1.9184
H 1.3021 -2.3062 1.1274
H -1.0517 -2.2315 1.6923
H -0.9401 -3.8183 2.4815
H -2.2080 -3.5419 1.2664
H 1.8623 -0.6807 -0.9489
H -1.4249 0.3529 -0.9585
P 0.4854 3.5154 -1.0975
C -0.7724 4.1118 -2.2657
C 0.2648 3.8202 0.6890
C 2.1294 3.3722 -1.8401
C -2.0472 3.2344 -2.3262
H -0.2875 4.0181 -3.2624
C -1.0081 5.5886 -1.9225
H -1.3650 5.6966 -0.8841
H -1.7674 5.9982 -2.6017
H -0.0820 6.1634 -2.0478
H -1.8097 2.2344 -2.7171
H -2.7531 3.7227 -3.0158
H -2.5328 3.1228 -1.3453
H 1.9038 2.9449 -2.8369
C 3.1124 2.3841 -1.1615
C 2.6208 4.8225 -1.9735
H 2.0225 5.3668 -2.7209
H 3.6716 4.8396 -2.2881
H 2.5476 5.3560 -1.0112
H 2.6611 1.8211 -0.3348
H 3.9996 2.9191 -0.7972
H 3.4491 1.6441 -1.9024
C -1.0933 3.2727 1.1885
H 0.2919 4.9253 0.7502
C 1.3852 3.2029 1.5336
H -1.9448 3.6116 0.5823
H -1.2352 3.6421 2.2134
H -1.0555 2.1704 1.2119
H 1.2501 2.1046 1.5850
H 1.2905 3.6067 2.5548
H 2.3905 3.4492 1.1654
C 0.0574 -0.0967 1.0890
C 0.0399 -0.0363 2.3458
C 0.0379 0.0107 3.7462
C -1.0481 0.5894 4.4542
C -1.0468 0.6080 5.8370
C 0.0203 0.0626 6.5636
C 1.0974 -0.5091 5.8861
C 1.1142 -0.5335 4.4901
H -1.8800 1.0129 3.8863
H -1.8992 1.0611 6.3809
H 0.0106 0.0864 7.6660
H 1.9305 -0.9366 6.4440
H 1.9654 -0.9739 3.9522

=====

# 2
Computed, not measured: a structure of composition C26H49ClMnP2, with ωB97M-V with the def2-TZVPD basis set.

Output
multiplicity = 5
charge = -1
largest force on an atom = 5.069 eV/A
orbital gap (alpha / beta) = 3.54 / 4.94 eV

Atoms and positions in Å:
Mn 0.1284 -0.7420 0.4780
P -0.0342 -2.7154 -0.9546
C 1.1065 -3.2530 -2.3197
C 0.2919 -3.7587 0.5530
C -1.7686 -3.0369 -1.5868
C 2.3653 -2.3958 -2.3377
H 0.5167 -3.0349 -3.2185
C 1.4266 -4.7509 -2.3077
H 2.0970 -5.0211 -1.4788
H 1.9565 -5.0031 -3.2376
H 0.5424 -5.3911 -2.2586
H 2.1364 -1.3478 -2.5404
H 3.0296 -2.7481 -3.1437
H 2.9240 -2.4517 -1.4005
H -1.7662 -2.3093 -2.4218
C -2.8679 -2.6554 -0.6065
C -1.9459 -4.4424 -2.1474
H -1.3181 -4.6374 -3.0187
H -2.9810 -4.5666 -2.4616
H -1.7467 -5.2011 -1.3815
H -2.5608 -1.9150 0.1304
H -3.2578 -3.5350 -0.0796
H -3.6916 -2.2168 -1.1631
C 1.7714 -3.7055 0.9574
H 0.0531 -4.8257 0.2579
C -0.6552 -3.3775 1.7033
H 2.4462 -3.9787 0.1682
H 1.9256 -4.3903 1.7967
H 2.0100 -2.6954 1.3101
H -0.6175 -2.2857 1.8878
H -0.3103 -3.8694 2.6162
H -1.6732 -3.6644 1.5162
Cl 1.7759 -0.2972 2.0240
H 0.0125 -1.1377 -1.2700
H -2.4065 0.5293 -0.5693
P 0.9210 2.6994 -0.8171
C -0.2599 3.3199 -2.0897
C 0.9273 3.6801 0.7513
C 2.5880 2.5557 -1.6051
C -1.6064 2.5775 -2.0982
H 0.2916 3.0614 -3.0122
C -0.4018 4.8192 -1.8935
H -0.9632 5.0531 -0.9770
H -0.9596 5.1642 -2.7689
H 0.5801 5.3174 -1.8728
H -1.5037 1.5144 -2.3607
H -2.2283 3.0602 -2.8624
H -2.1267 2.6378 -1.1353
H 2.3368 2.0013 -2.5301
C 3.6037 1.7150 -0.8070
C 2.9990 3.9839 -1.9054
H 2.3446 4.4242 -2.6675
H 4.0157 3.9243 -2.2952
H 2.9909 4.6103 -0.9978
H 3.1632 0.9793 -0.1138
H 4.2778 2.3729 -0.2458
H 4.2112 1.1664 -1.5366
C -0.4256 3.6040 1.4667
H 1.0878 4.6758 0.2945
C 2.0719 3.2951 1.6830
H -1.2581 3.9412 0.8479
H -0.3622 4.2697 2.3349
H -0.6493 2.5827 1.8323
H 2.0053 2.2399 1.9955
H 1.9856 3.9321 2.5667
H 3.0587 3.4776 1.2319
C -1.6191 0.2733 0.1423
C -1.5187 0.1532 1.4226
C -1.9966 0.4109 2.7355
C -3.0585 1.3368 2.9214
C -3.5559 1.5877 4.2006
C -3.0162 0.8927 5.3000
C -1.9825 -0.0144 5.1231
C -1.4404 -0.2447 3.8573
H -3.4809 1.8558 2.0452
H -4.3619 2.3046 4.3440
H -3.4289 1.0742 6.2944
H -1.5803 -0.5616 5.9792
H -0.5900 -0.8967 3.7258

=====

# 3
Computed, not measured: a structure of composition C26H50BiNOP3, with ωB97M-V with the def2-TZVPD basis set.

Output
charge = +3
largest force on an atom = 4.066 eV/A
energy relative to the best compared isomer or geometry (same formula, charge and spin) = 79.6 kcal/mol
orbital gap (alpha / beta) = 4.14 / 3.66 eV

Atoms and positions in Å:
Bi -0.0384 -0.3085 -0.6711
P 0.7075 -3.0934 -1.3722
P 2.5771 0.1842 0.0776
P -2.7144 0.6900 -0.5688
H 1.7270 4.5063 -0.6618
C 0.7111 4.6223 -0.2869
C 0.3708 4.3931 0.9859
H 1.1054 4.0567 1.7297
C 1.7501 -3.0169 -2.8548
C 1.3580 -4.3792 -0.2758
C -0.8755 -3.6589 -2.0207
C 2.8722 1.8595 0.7493
C 3.3571 -0.9406 1.3016
C 3.6901 0.0972 -1.3746
C -2.6260 2.3620 0.1561
C -4.0202 -0.1156 0.4178
C -3.5309 0.9961 -2.1674
H -0.0121 4.9800 -1.0242
H -0.6619 4.5186 1.3291
H 1.2300 -2.5293 -3.6975
H 1.9531 -4.0611 -3.1500
H 2.7037 -2.5017 -2.6720
H 1.4316 -5.3128 -0.8535
H 0.6888 -4.4975 0.5859
H 2.3401 -4.0697 0.0936
H -0.6505 -4.5124 -2.6761
H -1.3653 -2.8778 -2.6164
H -1.5487 -3.9747 -1.2169
H 3.8440 2.2318 0.3957
H 2.8954 1.8413 1.8478
H 2.0976 2.5735 0.4383
H 4.3193 -1.3107 0.9175
H 2.7108 -1.8082 1.4903
H 3.5441 -0.4247 2.2550
H 4.6354 0.6138 -1.1563
H 3.1997 0.5983 -2.2204
H 3.9046 -0.9444 -1.6501
H -3.5132 2.9255 -0.1663
H -1.7194 2.8813 -0.1812
H -2.6162 2.2863 1.2522
H -4.9917 0.3464 0.1902
H -3.8050 -0.0134 1.4881
H -4.0569 -1.1833 0.1680
H -4.2608 1.8065 -2.0360
H -4.0459 0.0812 -2.4877
H -2.7974 1.2851 -2.9308
C -0.1143 1.8531 -3.4118
C 0.3735 0.7323 -4.1811
C 0.1005 0.6432 -5.5427
C -0.5920 1.6693 -6.1959
C -0.9915 2.8082 -5.4844
C -0.7277 2.9325 -4.1315
O -0.0535 1.8792 -2.1169
H 0.3798 -2.2518 -0.0746
H 0.9057 -0.0732 -3.6626
H 0.4235 -0.2361 -6.1009
H -0.8237 1.5677 -7.2549
H -1.4984 3.6306 -5.9886
H -0.9994 3.8167 -3.5771
C 1.1686 -1.1941 4.4592
N 0.6236 0.1938 4.3964
C 1.6406 1.2006 4.8142
C -0.0180 0.5430 3.0583
C -1.0216 -0.5131 2.7165
C -1.9920 -0.8273 3.6903
C -2.7565 -1.9878 3.5773
C -2.5840 -2.8141 2.4666
C -1.7030 -2.4255 1.4489
C -1.0023 -1.2313 1.5188
H 1.8779 -1.3482 3.6354
H 0.3439 -1.9108 4.3967
H 1.6826 -1.3051 5.4227
H -0.1448 0.2308 5.0845
H 2.4681 1.1942 4.0954
H 1.1620 2.1845 4.8379
H 2.0044 0.9265 5.8110
H -0.4685 1.5353 3.1970
H 0.7891 0.6411 2.3230
H -2.1189 -0.1774 4.5635
H -3.4710 -2.2552 4.3615
H -3.1361 -3.7492 2.3835
H -1.6013 -3.0844 0.5844

=====

# 4
Computed, not measured: a structure of composition C26H50ClF5P2Si2Sn, with ωB97M-V with the def2-TZVPD basis set.

Output
largest force on an atom = 3.548 eV/A
energy relative to the best compared isomer or geometry (same formula, charge and spin) = 52.4 kcal/mol
orbital gap (alpha / beta) = 7.72 / 5.51 eV

Atoms and positions in Å:
Sn 0.0000 0.0000 0.0000
C -1.3380 -0.0248 2.2022
C -1.6762 1.1465 1.4971
C -2.2936 0.7071 0.2761
Si -1.2994 2.8430 2.1738
C -2.2958 -0.7103 0.2602
C -1.6794 -1.1787 1.4709
Si -1.3025 -2.8906 2.1081
H -0.8052 -0.0359 3.1368
H -2.7305 1.3405 -0.4781
H -2.7333 -1.3248 -0.5092
Cl 0.6229 0.0246 -2.4249
C -1.0231 -2.8000 3.9612
C -2.7170 -4.0804 1.7655
C -1.0152 2.7056 4.0230
C -2.7122 4.0428 1.8611
H -3.5996 -3.7781 2.3287
H -2.4593 -5.0924 2.0780
H -3.0022 -4.1248 0.7167
H -0.1725 -2.1644 4.2027
H -0.8148 -3.7903 4.3664
H -1.8959 -2.4070 4.4811
H -3.6047 3.7144 2.3933
H -2.9766 4.1353 0.8101
H -2.4616 5.0396 2.2242
H -1.8880 2.3053 4.5371
H -0.7983 3.6840 4.4519
H -0.1677 2.0584 4.2440
C 0.3146 -3.4581 1.3038
C 0.3163 3.4287 1.3798
P 0.4807 -2.7087 -0.3582
H 0.4437 -4.5393 1.3150
H 1.1170 -3.0229 1.9009
P 0.4799 2.7155 -0.2987
H 1.1201 2.9814 1.9660
H 0.4460 4.5094 1.4144
C 2.1281 3.2956 -0.9859
C -0.8064 3.6540 -1.2861
C -0.8057 -3.6245 -1.3649
C 2.1291 -3.2753 -1.0570
C 3.1783 -2.1786 -0.9455
H 1.9202 -3.4402 -2.1162
C 2.6430 -4.5713 -0.4468
H 2.9093 -4.4313 0.5992
H 3.5460 -4.8880 -0.9706
H 1.9278 -5.3865 -0.5028
H 2.8713 -1.2793 -1.4691
H 4.1177 -2.5208 -1.3824
H 3.3666 -1.9107 0.0914
H -1.7291 -3.3794 -0.8392
C -0.6648 -5.1385 -1.3793
C -0.9247 -3.0723 -2.7763
H -0.5820 -5.5649 -0.3825
H 0.2030 -5.4502 -1.9575
H -1.5409 -5.5850 -1.8518
H -1.1275 -2.0069 -2.7817
H -1.7302 -3.5834 -3.3055
H -0.0112 -3.2264 -3.3487
H -1.7316 3.3900 -0.7730
C -0.9167 3.1394 -2.7126
C -0.6715 5.1683 -1.2578
H -0.5972 5.5667 -0.2488
H -1.5467 5.6242 -1.7232
H 0.1984 5.4983 -1.8219
H -1.1125 2.0732 -2.7464
H -0.0026 3.3149 -3.2779
H -1.7241 3.6591 -3.2301
C 3.1747 2.1942 -0.8993
C 2.6451 4.5764 -0.3471
H 1.9189 3.4839 -2.0410
H 2.9090 4.4124 0.6961
H 1.9332 5.3954 -0.3866
H 3.5503 4.9009 -0.8622
H 3.3616 1.9019 0.1313
H 4.1152 2.5438 -1.3278
H 2.8655 1.3079 -1.4437
C 1.1632 0.0385 -5.9271
H 0.1742 0.0384 -6.4342
H 1.6955 0.9244 -6.3357
H 1.7013 -0.8390 -6.3460
F 1.6724 1.0607 2.1687
C 1.8010 -0.0780 1.4822
F 2.8516 0.0250 0.6614
C 2.4323 -0.9261 2.6276
F 3.5116 -0.2158 3.1384
F 1.5665 -1.0713 3.6675
F 2.9777 -2.1363 2.2641

=====

# 5
Computed, not measured: a structure of composition C26H50CrNOP3, with ωB97M-V with the def2-TZVPD basis set.

Output
multiplicity = 4
charge = +3
largest force on an atom = 3.083 eV/A
energy relative to the best compared isomer or geometry (same formula, charge and spin) = 12.9 kcal/mol
orbital gap (alpha / beta) = 7.49 / 3.36 eV

Atoms and positions in Å:
Cr 0.0793 -0.2142 0.2298
P -0.2531 -0.8661 2.7604
P 2.1883 -1.1123 -0.5083
P -1.6877 -2.2428 0.0849
H -0.9491 1.6353 -1.4379
C -1.5041 0.8845 -0.8625
C -1.8744 1.0345 0.5003
H -1.5663 1.9075 1.0868
C 0.2227 0.2725 4.1045
C 0.7870 -2.3098 3.1784
C -1.8974 -1.3107 3.4414
C 2.3798 -0.1081 -2.0197
C 3.8720 -0.9779 0.2042
C 2.1294 -2.8549 -0.9929
C -3.4552 -1.9503 0.5210
C -1.3570 -3.8552 0.9232
C -1.9309 -2.8810 -1.6040
H -2.0911 0.2515 -1.5384
H -2.7587 0.5206 0.8714
H -0.4812 1.1076 4.1450
H 1.2251 0.6915 3.9707
H 0.1920 -0.2744 5.0591
H 1.8281 -2.1280 2.8976
H 0.4496 -3.2181 2.6739
H 0.7410 -2.4574 4.2644
H -2.6480 -0.6126 3.0540
H -1.8562 -1.1936 4.5339
H -2.1885 -2.3381 3.2085
H 2.4871 -0.7371 -2.9133
H 3.2598 0.5242 -1.8923
H 1.5332 0.5935 -2.1208
H 4.6196 -1.5254 -0.3938
H 3.8854 -1.3702 1.2209
H 4.1795 0.0717 0.2694
H 3.0919 -3.1522 -1.4204
H 1.3255 -3.0457 -1.7056
H 1.9397 -3.4638 -0.1000
H -4.0649 -2.8208 0.2388
H -3.8439 -1.0812 -0.0174
H -3.5899 -1.7823 1.5933
H -1.9628 -4.6496 0.4582
H -1.5931 -3.8226 1.9931
H -0.3000 -4.1271 0.8009
H -2.7833 -3.5742 -1.6352
H -1.0274 -3.3943 -1.9501
H -2.1100 -2.0418 -2.2793
C -0.8803 -0.9697 -4.4052
C 0.1938 -0.9551 -5.3118
C -0.0677 -1.2949 -6.6387
C -1.3500 -1.6669 -7.0579
C -2.3842 -1.7609 -6.1269
C -2.1658 -1.3720 -4.8028
O -0.7593 -0.5235 -3.1087
H 0.1560 -0.4611 -2.7278
H 1.1813 -0.6324 -4.9796
H 0.7296 -1.2552 -7.3780
H -1.5279 -1.9077 -8.1011
H -3.3739 -2.1093 -6.4137
H -2.9644 -1.3448 -4.0754
C -0.5076 3.7066 2.7618
N -0.7116 4.1797 1.3695
C -0.7137 5.6761 1.3390
C 0.2442 3.5997 0.2856
C 1.3463 2.8027 0.8872
C 2.4196 3.5916 1.3378
C 3.4156 3.0486 2.1434
C 3.3407 1.6869 2.4622
C 2.3058 0.9147 1.9229
C 1.3163 1.4113 1.0643
H 0.4625 4.0424 3.1324
H -0.5805 2.6188 2.8208
H -1.2947 4.1562 3.3714
H -1.6459 3.8422 1.0881
H 0.2758 6.0132 1.6657
H -0.9119 6.0004 0.3131
H -1.4876 6.0271 2.0337
H -0.3910 3.0618 -0.4197
H 0.6242 4.4732 -0.2491
H 2.4622 4.6419 1.0312
H 4.2271 3.6674 2.5198
H 4.0983 1.2293 3.1062
H 2.2769 -0.1396 2.2439